*1*
{
  "formula": "C8H24O5",
  "method": "the ωB97M-V functional and the def2-TZVPD basis",
  "elements": ["C", "C", "C", "O", "C", "H", "H", "H", "H", "H", "H", "H", "H", "C", "O", "H", "H", "H", "H", "C", "O", "H", "H", "H", "H", "C", "O", "H", "H", "H", "H", "C", "O", "H", "H", "H", "H"],
  "coordinates": [[-1.01, 2.74, 1.82], [-0.24, 1.86, 1.00], [-0.26, 0.47, 1.83], [-0.37, 0.93, 3.22], [-0.60, 2.36, 3.21], [-2.09, 2.56, 1.80], [-0.94, 3.80, 1.60], [0.78, 2.26, 0.95], [-0.70, 1.61, 0.04], [0.71, 0.00, 1.65], [-1.12, -0.05, 1.42], [0.34, 2.87, 3.44], [-1.27, 2.68, 4.01], [2.04, 0.64, -1.78], [2.43, 1.93, -2.25], [2.18, 0.45, -0.71], [0.98, 0.41, -1.88], [2.49, -0.25, -2.22], [2.50, 1.96, -3.20], [1.72, -2.69, -2.37], [1.94, -2.74, -0.95], [0.71, -3.02, -2.62], [1.89, -1.67, -2.70], [2.37, -3.38, -2.90], [2.84, -3.07, -0.88], [0.05, -0.84, -0.03], [0.28, -1.98, -0.79], [0.50, 0.03, -0.50], [-0.99, -0.52, -0.09], [0.35, -0.80, 1.01], [1.23, -2.12, -0.83], [-3.10, -0.72, 0.01], [-3.25, -1.94, -0.81], [-3.33, 0.26, -0.42], [-3.84, -0.75, 0.81], [-2.10, -0.56, 0.40], [-3.09, -2.74, -0.30]],
  "charge": 0,
  "lumo_ev": 0.35
}

*2*
{
  "formula": "C8H24O5",
  "method": "the ωB97M-V functional and the def2-TZVPD basis",
  "elements": ["C", "C", "C", "C", "C", "C", "C", "C", "H", "H", "H", "H", "H", "H", "H", "H", "H", "H", "H", "H", "H", "H", "H", "H", "O", "H", "H", "O", "H", "H", "O", "H", "H", "O", "H", "H", "O"],
  "coordinates": [[-3.14, -0.31, -1.16], [-1.85, 0.53, -1.32], [-2.15, 1.98, -0.85], [-0.88, 2.85, -0.78], [3.09, 1.02, 0.54], [2.40, 2.01, 1.12], [1.28, 2.71, 0.44], [0.03, 2.27, 0.35], [-3.97, 0.15, -1.78], [-3.33, -0.41, -0.11], [-3.16, -1.32, -1.63], [-1.67, 0.46, -2.48], [-1.10, 0.11, -0.70], [-2.69, 2.48, -1.51], [-2.74, 1.90, 0.08], [-0.92, 3.91, -0.88], [-0.26, 2.51, -1.73], [2.87, 0.67, -0.51], [3.72, 0.37, 1.12], [2.65, 2.55, 2.04], [1.47, 3.72, 0.07], [-0.31, 1.31, 0.87], [1.18, -1.86, -1.68], [0.91, -1.21, -3.01], [1.07, -2.10, -2.63], [-1.54, -3.24, -0.12], [-0.66, -2.04, -0.52], [-1.00, -2.51, 0.21], [2.15, -2.35, 0.40], [1.62, -3.59, -0.35], [1.96, -2.71, -0.47], [-0.33, -2.45, 3.25], [-0.76, -1.87, 1.85], [-0.25, -1.72, 2.66], [2.35, -0.54, 2.97], [1.51, -1.76, 3.15], [2.44, -1.51, 3.09]],
  "charge": 0,
  "lumo_ev": 0.29
}

Which structure wins on stability? *2* wins.